Entry from OMol25: a structure of composition C5H6FNS (wB97M-V/def2-TZVPD).

The LUMO energy comes out at -0.80 eV. The HOMO-LUMO gap is 7.8 eV.

The geometry in ORCA input format:
```
! wB97M-V def2-TZVPD RIJCOSX def2/J DEFGRID3
* xyz 0 1
C 1.99 1.00 -0.50
C 1.24 1.05 0.75
C -0.17 0.51 1.04
C -0.84 -0.79 -1.16
C -1.71 -1.16 0.07
H 2.94 1.50 -0.59
H 1.70 1.22 1.89
H -0.08 -1.48 -1.16
H -1.31 -0.34 -2.08
H -0.96 -2.02 0.80
H -2.77 -1.12 -0.05
N -1.00 0.06 0.05
F 1.53 1.11 -1.79
S -0.57 0.46 2.74
*
```


Entry from OMol25: a structure of composition C14H30BCrF4O8 (wB97M-V/def2-TZVPD).

The LUMO energy (alpha / beta) comes out at 2.99 / 2.98 eV. The HOMO-LUMO gap (alpha / beta) is 6.4 / 7.8 eV.

The geometry in ORCA input format:
```
! wB97M-V def2-TZVPD RIJCOSX def2/J DEFGRID3
* xyz -1 5
Cr 0.24 -0.36 -0.03
C -1.34 -0.75 -3.69
C -1.76 -0.23 -2.31
C -3.28 -0.09 -2.28
O -1.30 -1.01 -1.25
H -1.64 0.07 -4.36
H -1.94 -1.59 -4.04
H -0.28 -0.98 -3.77
H -1.33 0.77 -2.15
H -3.58 0.80 -2.85
H -3.72 -0.03 -1.28
H -3.82 -0.91 -2.76
C 0.92 2.37 2.54
C -0.13 1.26 2.68
C -1.21 1.71 3.66
O -0.66 0.85 1.48
H 0.48 3.30 2.13
H 1.76 2.17 1.88
H 1.24 2.79 3.51
H 0.37 0.40 3.17
H -1.69 2.62 3.29
H -0.82 1.92 4.66
H -1.94 0.89 3.75
B 2.90 -0.84 -0.28
F 2.20 -0.12 0.72
F 1.83 -1.20 -1.17
F 3.81 -0.09 -1.02
F 3.53 -1.94 0.26
C 2.59 -5.74 1.09
C 1.76 -4.51 0.77
O 0.85 -4.29 1.86
C 0.13 -3.20 1.85
O 0.15 -2.31 1.05
O -0.72 -3.26 2.87
C -1.66 -2.20 3.02
H 3.33 -5.89 0.30
H 2.01 -6.65 1.22
H 3.11 -5.58 2.04
H 1.19 -4.64 -0.15
H 2.40 -3.64 0.69
H -1.25 -1.19 3.11
H -2.26 -2.46 3.88
H -2.25 -2.17 2.10
C -2.20 4.50 -1.17
C -1.26 3.34 -0.83
O -0.19 3.42 -1.79
C 0.77 2.53 -1.82
O 0.84 1.57 -1.10
O 1.63 2.85 -2.75
C 2.78 2.07 -2.98
H -2.45 4.48 -2.23
H -1.73 5.45 -0.94
H -3.15 4.42 -0.65
H -1.74 2.37 -0.97
H -0.82 3.45 0.16
H 3.39 2.46 -3.79
H 2.53 1.05 -3.28
H 3.36 1.98 -2.06
*
```


Entry from OMol25: a cluster of 7 separate species, C50H59Cl2F6INO in total (wB97M-V/def2-TZVPD).

The LUMO energy comes out at -4.16 eV. The HOMO-LUMO gap is 6.4 eV.

The geometry in ORCA input format:
```
! wB97M-V def2-TZVPD RIJCOSX def2/J DEFGRID3
* xyz 1 1
C -0.72 -2.37 5.82
O -2.15 -2.72 5.69
C -2.34 -4.19 5.71
C -3.01 -4.67 4.29
C -2.04 -4.27 2.99
C -0.76 -5.29 3.06
C 0.24 -5.25 1.76
C 1.04 -3.79 1.59
C 0.15 -2.85 0.55
N 1.04 -1.95 -0.34
Cl 2.21 -1.28 0.79
C 0.14 -0.85 -0.84
C -1.27 -1.34 -1.51
C -2.56 -0.79 -0.61
I -4.27 -2.17 -0.58
C 1.64 -2.86 -1.37
C 2.21 -2.16 -2.74
C 1.04 -1.94 -3.92
Cl 3.27 -0.65 -2.47
H -0.48 -2.24 6.97
H 0.01 -3.11 5.28
H -0.59 -1.30 5.33
H -3.02 -4.51 6.63
H -1.31 -4.76 5.84
H -4.10 -4.24 4.11
H -3.09 -5.84 4.29
H -2.69 -4.49 2.04
H -1.77 -3.13 3.13
H -0.12 -5.18 4.05
H -1.21 -6.39 3.10
H -0.26 -5.61 0.75
H 1.11 -6.04 1.98
H 2.10 -4.09 1.16
H 1.19 -3.23 2.60
H -0.47 -2.12 1.22
H -0.50 -3.60 -0.08
H 0.63 -0.09 -1.58
H -0.16 -0.20 0.12
H -1.38 -0.76 -2.55
H -1.34 -2.48 -1.77
H -2.27 -0.57 0.51
H -2.86 0.27 -1.07
H 0.93 -3.76 -1.72
H 2.57 -3.40 -0.86
H 2.95 -2.97 -3.22
H 0.16 -2.67 -3.68
H 1.48 -2.30 -4.97
H 0.66 -0.83 -3.96
F 5.62 3.61 -2.77
C 5.43 3.45 -1.46
C 5.68 4.50 -0.59
C 5.48 4.33 0.78
C 5.04 3.10 1.27
C 4.79 2.04 0.39
C 4.98 2.22 -0.98
H 6.03 5.45 -0.99
H 5.66 5.16 1.46
H 4.88 2.97 2.34
H 4.45 1.09 0.78
H 4.79 1.41 -1.67
F -0.16 6.31 -3.39
C 1.11 6.66 -3.16
C 1.44 8.01 -3.08
C 2.76 8.38 -2.83
C 3.74 7.40 -2.67
C 3.40 6.05 -2.75
C 2.07 5.68 -2.99
H 0.66 8.76 -3.22
H 3.02 9.44 -2.77
H 4.77 7.69 -2.48
H 4.16 5.29 -2.63
H 1.79 4.63 -3.05
F -3.07 0.40 -4.21
C -4.29 0.95 -4.08
C -4.40 2.26 -3.62
C -5.67 2.83 -3.49
C -6.81 2.08 -3.81
C -6.68 0.77 -4.26
C -5.41 0.20 -4.40
H -3.51 2.82 -3.37
H -5.77 3.85 -3.14
H -7.79 2.52 -3.70
H -7.57 0.18 -4.50
H -5.30 -0.82 -4.76
F 4.02 2.44 4.09
C 2.83 3.03 4.23
C 1.71 2.48 3.61
C 0.47 3.09 3.77
C 0.36 4.26 4.53
C 1.48 4.81 5.14
C 2.72 4.19 5.00
H 1.82 1.58 3.02
H -0.41 2.66 3.30
H -0.61 4.74 4.65
H 1.40 5.71 5.73
H 3.61 4.59 5.48
F -8.30 -1.74 -6.48
C -9.17 -2.38 -5.68
C -10.37 -2.84 -6.20
C -11.27 -3.51 -5.37
C -10.96 -3.70 -4.02
C -9.75 -3.23 -3.51
C -8.85 -2.57 -4.34
H -10.59 -2.68 -7.25
H -12.20 -3.89 -5.78
H -11.66 -4.22 -3.38
H -9.52 -3.37 -2.45
H -7.90 -2.20 -3.95
F 10.39 -1.85 2.89
C 9.20 -1.26 3.03
C 8.08 -1.81 2.41
C 6.84 -1.20 2.57
C 6.73 -0.03 3.33
C 7.86 0.52 3.94
C 9.10 -0.10 3.80
H 8.19 -2.71 1.82
H 5.96 -1.63 2.10
H 5.76 0.45 3.45
H 7.77 1.43 4.53
H 9.98 0.31 4.28
*
```


no.,molar mass (g/mol)
1,131.175
2,465.186
3,1001.826